# 1
DFT (ωB97M-V/def2-TZVPD) results for a structure of composition C5H10BrISi in a non-equilibrium geometry.

**HOMO**: -9.38 eV
**DFT total energy**: -91366.963 eV

Geometry as ORCA input:
```
! wB97M-V def2-TZVPD RIJCOSX def2/J DEFGRID3
* xyz 0 1
C 0.807 2.592 -0.442
C 0.393 1.805 0.522
C 0.951 -1.235 1.421
C -0.245 -0.750 -1.646
C -1.917 -0.427 0.911
Si -0.140 -0.265 0.159
Br 0.012 2.546 2.210
I -2.449 -2.556 0.630
H 0.795 3.670 -0.534
H 0.932 1.936 -1.263
H 1.408 -0.495 2.020
H 0.219 -1.809 1.911
H 1.857 -1.732 1.176
H 0.685 -1.043 -2.090
H -0.940 -1.566 -1.627
H -0.573 0.098 -2.206
H -1.999 -0.308 1.977
H -2.679 0.028 0.251
*
```

Atomic partial charges in e from the Mulliken method, atoms 1 to 2: number 1, C, carries -0.582; number 2, C, carries -0.063

# 2
DFT (ωB97M-V/def2-TZVPD) results for a cluster of 2 separate species, N2O4 in total in a non-equilibrium geometry.

**HOMO (alpha / beta)**: -9.23 / -12.30 eV
**DFT total energy**: -11161.755 eV
**⟨S²⟩**: 2.01

Geometry as ORCA input:
```
! wB97M-V def2-TZVPD RIJCOSX def2/J DEFGRID3
* xyz 0 3
N -1.210 0.066 -0.027
N 1.247 -0.011 0.062
O 0.567 -0.987 0.111
O -2.304 -0.400 -0.051
O 2.420 0.195 -0.077
O -0.727 1.129 -0.013
*
```

Atomic partial charges in e from the Mulliken method, atoms 1 to 2: number 1, N, carries 0.894; number 2, N, carries 0.806

# 3
DFT (ωB97M-V/def2-TZVPD) results for a structure of composition C21H27InNO5.

**HOMO (alpha / beta)**: -18.15 / -17.90 eV
**DFT total energy**: -39089.488 eV

Geometry as ORCA input:
```
! wB97M-V def2-TZVPD RIJCOSX def2/J DEFGRID3
* xyz 3 1
In -0.424 -0.233 1.165
O -4.463 -1.015 -0.415
C -3.375 -0.688 0.204
O -2.244 -0.744 -0.276
C -3.587 -0.177 1.597
C -4.817 -0.056 2.222
C -4.844 0.478 3.504
C -3.658 0.903 4.094
C -2.478 0.756 3.387
N -2.450 0.196 2.177
C -1.113 1.234 3.800
O -0.878 1.725 4.974
O -0.196 1.170 2.984
H -4.303 -1.332 -1.323
H -5.725 -0.356 1.716
H -5.782 0.582 4.034
H -3.686 1.346 5.082
H -1.633 1.749 5.583
C 1.499 -0.069 -4.475
C 1.001 1.179 -3.758
C 1.028 2.423 -4.684
C 1.622 1.472 -2.445
C 1.056 2.493 -1.612
C 1.536 2.721 -0.361
C 2.648 1.969 0.140
C 3.182 2.241 1.491
C 3.256 1.005 -0.715
C 2.759 0.761 -1.961
H 0.815 -0.312 -5.286
H 1.557 -0.937 -3.816
H 2.481 0.090 -4.924
H -0.068 1.034 -3.518
H 2.054 2.671 -4.955
H 0.571 3.300 -4.229
H 0.480 2.183 -5.592
H 0.252 3.099 -2.009
H 1.129 3.517 0.251
H 2.422 2.013 2.249
H 3.373 3.313 1.606
H 4.088 1.683 1.710
H 4.159 0.510 -0.379
H 3.262 0.066 -2.620
C 1.742 -3.346 -0.011
C 0.486 -4.203 -0.205
C -0.645 -3.381 0.406
O 0.014 -2.320 1.223
C 1.455 -2.662 1.299
H 1.854 -2.612 -0.813
H 2.647 -3.946 0.038
H 0.596 -5.149 0.321
H 0.293 -4.424 -1.252
H -1.280 -3.952 1.080
H -1.260 -2.894 -0.341
H 1.585 -3.333 2.146
H 2.007 -1.740 1.490
*
```

Atomic partial charges in e from the Mulliken method, atoms 1 to 2: number 1, In, carries 1.447; number 2, O, carries -0.382

# 4
DFT (ωB97M-V/def2-TZVPD) results for the molecule C7H9OP in a non-equilibrium geometry.

**SMILES**: O[C@@H](P)c1ccccc1
**HOMO**: -9.32 eV
**DFT total energy**: -18739.167 eV

Geometry as ORCA input:
```
! wB97M-V def2-TZVPD RIJCOSX def2/J DEFGRID3
* xyz 0 1
C -0.426 -1.440 2.077
C -1.000 -0.166 2.109
C 0.463 -1.760 1.049
C -0.920 0.691 1.069
C 0.619 -0.848 0.041
C -0.078 0.363 -0.074
C 0.147 1.165 -1.287
O 1.213 2.134 -1.032
P 0.706 0.121 -2.763
H -0.417 -2.057 2.886
H -1.791 0.029 2.925
H 0.812 -2.718 0.906
H -1.449 1.614 1.090
H 1.265 -0.983 -0.860
H -0.809 1.761 -1.589
H 1.744 1.690 -0.253
H -0.458 -0.655 -2.517
H 0.377 1.058 -3.777
*
```

Atomic partial charges in e from the Mulliken method, atoms 1 to 2: number 1, C, carries -0.479; number 2, C, carries -0.399

# 5
DFT (ωB97M-V/def2-TZVPD) results for a structure of composition C12H26FN3O5S2.

**HOMO**: -7.98 eV
**DFT total energy**: -51959.412 eV

Geometry as ORCA input:
```
! wB97M-V def2-TZVPD RIJCOSX def2/J DEFGRID3
* xyz 0 1
C 1.450 3.848 3.293
N 1.201 3.326 1.955
C 2.205 2.476 1.372
S 1.601 0.848 0.873
O 2.400 0.480 -0.285
O 0.181 1.054 0.592
N 1.866 -0.256 1.966
S 1.261 -0.164 3.433
O 0.870 -1.472 3.867
O 0.336 0.933 3.622
C 2.725 0.329 4.387
C 2.954 -0.305 5.728
O 2.392 -1.149 6.312
F 4.058 0.301 6.283
H 2.445 3.564 3.648
H 0.723 3.470 4.014
H 1.401 4.941 3.307
H 0.299 2.874 1.898
H 2.570 2.864 0.415
H 3.076 2.340 2.019
H 2.616 1.402 4.565
H 3.620 0.197 3.781
C 1.197 -1.539 -2.862
C 0.440 -1.509 -1.539
C -1.047 -1.792 -1.505
N -1.935 -0.795 -2.234
C -1.492 0.600 -1.918
C -1.964 -1.043 -3.716
C -3.008 -2.124 -3.903
C -4.115 -1.701 -2.933
C -3.379 -0.991 -1.789
H 0.963 -0.689 -3.507
H 2.262 -1.475 -2.647
H 1.019 -2.461 -3.425
H 0.619 -0.566 -1.048
H 0.883 -2.254 -0.875
H -1.361 -1.730 -0.463
H -1.307 -2.785 -1.877
H -0.499 0.764 -2.323
H -1.461 0.735 -0.840
H -2.200 1.287 -2.377
H -2.270 -0.109 -4.188
H -0.974 -1.316 -4.062
H -2.602 -3.099 -3.632
H -3.346 -2.186 -4.935
H -4.701 -2.545 -2.575
H -4.804 -1.011 -3.418
H -3.372 -1.557 -0.863
H -3.794 -0.007 -1.589
*
```

Atomic partial charges in e from the Mulliken method, atoms 1 to 2: number 1, C, carries -0.798; number 2, N, carries -0.262

# 6
DFT (ωB97M-V/def2-TZVPD) results for the molecule C4H7NO2 in a non-equilibrium geometry.

**SMILES**: N[C@]1(O)C[C@H]1C=O
**HOMO**: -8.36 eV
**DFT total energy**: -9843.969 eV

Geometry as ORCA input:
```
! wB97M-V def2-TZVPD RIJCOSX def2/J DEFGRID3
* xyz 0 1
C -0.756 -1.125 0.298
C -0.568 0.085 -0.562
C -1.260 1.358 -0.227
O -2.213 1.452 0.508
C 0.702 -0.165 0.141
O 0.985 0.316 1.405
N 1.866 -0.218 -0.623
H 0.334 -0.203 1.894
H -1.579 -0.954 1.028
H -0.857 -2.101 -0.163
H -0.494 -0.097 -1.629
H -0.793 2.247 -0.698
H 1.846 -0.085 -1.622
H 2.773 -0.311 -0.190
*
```

Atomic partial charges in e from the Mulliken method, atoms 1 to 2: number 1, C, carries -1.158; number 2, C, carries 0.238